Below is a molecular structure, C45H44F4GeN5O3Pb at a distorted geometry, with properties calculated with the ωB97M-V functional and the def2-TZVPD basis.

Structure (ORCA input):
```
! wB97M-V def2-TZVPD RIJCOSX def2/J DEFGRID3
* xyz 1 1
H 4.32 2.00 2.11
H 4.08 1.24 4.51
C 1.91 3.34 1.91
H 1.58 3.44 2.94
H -4.02 -3.14 -2.92
H 3.87 4.21 2.34
C -3.32 -3.97 -3.04
C 2.15 -0.56 -5.34
H 2.94 -0.21 -5.99
H 2.65 5.35 1.77
C -4.48 0.65 -1.47
H 2.69 0.55 0.19
C -3.07 3.12 -1.56
C 3.44 -2.83 3.61
F -1.38 3.94 -4.62
C -1.56 -6.11 -3.31
C 4.21 -3.29 2.56
F -2.29 2.11 0.38
H 2.49 -1.76 0.10
C -0.71 2.50 -1.34
C -0.08 -2.35 -0.76
O -1.89 -1.72 1.75
C 0.80 -0.27 -3.37
H -0.92 -0.53 5.61
H 3.37 2.83 4.22
H 3.62 -3.11 4.64
H -2.26 -0.35 -4.47
H -1.69 5.01 4.27
C -1.96 -3.77 -2.87
N 2.24 1.92 1.68
H -3.69 4.03 -3.41
N 2.05 -1.60 2.11
C -1.08 -4.84 -3.01
C 3.04 4.34 1.64
C -1.60 3.51 -3.38
H 0.61 0.04 6.24
C -3.38 -0.18 -1.27
H -4.20 1.14 -4.81
C -4.77 1.13 -2.74
O -2.92 -3.03 0.21
C -0.55 3.00 -2.67
C 3.28 1.76 3.98
H 1.87 1.55 -1.73
C -0.49 1.47 5.09
C -2.59 -0.58 -2.35
C -0.71 2.37 6.14
H 5.06 -3.94 2.74
O 1.86 -1.83 5.65
H 0.23 -1.39 -0.36
C -0.03 0.06 5.36
C -2.88 -0.07 -3.62
H 2.38 1.07 -3.95
C -0.60 -3.24 0.37
H -3.17 -0.51 -0.26
H 3.56 0.43 2.32
C 0.41 -2.14 -4.82
H 2.33 1.39 4.35
H -1.30 3.30 2.51
N -0.70 1.83 3.82
C -2.93 -6.30 -3.48
H -0.15 -3.04 -5.08
N 0.66 -0.51 4.22
C 0.08 -1.43 -3.67
H -1.30 4.36 6.66
H -4.87 -5.39 -3.49
H -3.31 -7.29 -3.70
H -0.79 -4.26 0.06
C -1.14 3.65 5.86
C -1.97 -2.59 0.90
H 1.06 3.58 1.27
C 2.37 -1.98 3.35
H 0.78 -2.83 -1.24
F 0.64 2.95 -3.26
C 2.57 1.64 0.26
N 0.22 2.01 -0.52
H -0.53 2.05 7.16
Pb 0.10 0.17 2.09
H -5.62 1.79 -2.89
H 3.54 2.08 0.01
H 1.85 3.17 -1.08
H 0.04 -3.21 1.25
C 1.83 0.16 -4.19
H 4.45 -3.22 0.41
C 1.62 2.13 -0.84
H -0.88 -6.94 -3.42
H -5.11 0.91 -0.63
H 1.67 -2.26 -6.55
H 0.54 0.31 -2.48
C -2.05 2.56 -0.84
C 3.88 -2.89 1.27
C 2.79 -2.06 1.09
Ge -1.26 -2.02 -2.36
H 3.43 4.26 0.63
F -4.27 3.22 -1.00
C 1.58 -1.43 4.53
C -1.14 3.07 3.55
C 1.43 -1.70 -5.66
C -3.81 -5.23 -3.35
C -1.36 4.01 4.53
C -3.96 0.78 -3.81
H -0.01 -4.70 -2.88
C 3.42 1.50 2.48
C -2.87 3.60 -2.85
*
```

- HOMO (spin up / spin down): -11.3 / -10.9 eV
- DFT total energy: -133598.636 eV
- Molecular weight: 1058.68 g/mol
- Largest force on an atom: 1.06 eV Å⁻¹